Entry from the OMol25 dataset: a 12-piece molecular cluster, C52H64N8O20 overall (the ωB97M-V functional and the def2-TZVPD basis).

XYZ file:
```
144
Properties=species:S:1:pos:R:3:forces:R:3:lowdin_charge:R:1
C -0.94943 0.84276 -0.69671 -2.2 -1.6 0.3 -0.0194
C -1.48075 -0.05564 0.26317 0.5 1.1 0.2 -0.0047
C -0.92687 -1.32072 0.47646 -0.1 0.9 -0.5 -0.3412
C 0.05143 -1.76057 -0.40045 -0.2 0.2 -0.9 0.0028
C 0.39699 -0.93400 -1.47037 0.9 -1.0 0.0 -0.0146
C -0.12019 0.31692 -1.63156 1.1 0.7 0.8 -0.3838
O 0.40788 1.16072 -2.56405 0.4 0.0 -0.9 0.0363
O -1.30302 -2.13564 1.49607 -0.1 -0.3 0.1 0.0519
H -1.36745 1.78738 -1.01189 -0.3 0.4 0.9 0.1203
H -2.26152 0.30178 0.91818 -0.1 0.0 0.2 0.1059
H 0.46702 -2.75268 -0.30354 0.2 0.0 0.1 0.1177
H 1.21240 -1.13229 -2.15023 0.0 -0.7 0.0 0.1198
H 0.58835 1.98743 -2.11063 0.0 0.2 -0.2 0.1040
H -1.75389 -1.63565 2.18040 -0.1 0.1 0.0 0.1050
C -1.05042 -6.40938 11.09269 0.2 -2.9 -0.4 0.0135
C -0.77836 -6.94080 12.36403 -0.1 1.5 -0.8 -0.0162
C -0.31625 -8.23668 12.52225 0.3 -0.9 1.8 -0.2927
C -0.29036 -9.17445 11.48906 0.2 1.9 1.8 -0.0275
C -0.67557 -8.68775 10.26516 0.7 -0.5 -1.2 -0.0423
C -0.92711 -7.34126 10.03235 -0.3 1.3 1.2 -0.3280
O -1.05953 -6.78104 8.79646 -0.2 -0.9 -0.3 0.0456
O 0.07779 -8.60039 13.84140 -0.5 0.6 -1.1 0.0036
H -1.42152 -5.43891 10.79794 0.3 0.2 0.6 0.1171
H -0.84311 -6.23483 13.17877 0.1 -0.4 0.4 0.1144
H 0.17365 -10.11964 11.72931 -0.4 -0.4 -0.5 0.1170
H -0.58575 -9.41622 9.47291 -0.2 0.3 -0.6 0.1126
H -0.98284 -7.52839 8.19881 0.0 0.2 -0.7 0.0994
H 0.63634 -9.38058 13.81074 0.0 -0.1 -0.1 0.0837
C 4.31331 13.44766 -2.75706 0.5 -1.1 -0.2 -0.0212
C 4.35447 12.20695 -3.39838 0.0 0.3 -0.2 -0.0271
C 3.97709 12.14808 -4.70863 -0.2 -0.7 -1.4 -0.3264
C 3.60946 13.27905 -5.43662 0.3 0.0 -0.3 -0.0151
C 3.53507 14.49452 -4.81567 0.7 -0.5 0.7 -0.0045
C 3.99817 14.56400 -3.49195 -1.7 0.0 -0.3 -0.3471
O 3.86526 15.77856 -2.92171 0.0 1.2 0.8 0.0417
O 3.94538 10.94495 -5.40166 0.2 0.3 0.0 0.0233
H 4.51657 13.43212 -1.69648 0.2 0.6 0.1 0.1142
H 4.76242 11.29921 -2.97886 -0.2 0.0 0.5 0.1198
H 3.47346 13.24720 -6.50755 -0.5 -0.5 0.0 0.1198
H 3.06716 15.33798 -5.30151 0.4 0.3 0.0 0.1205
H 3.60993 15.65673 -2.00434 0.2 0.2 0.2 0.1038
H 3.61855 10.25497 -4.81968 0.1 -0.1 0.1 0.0984
C -1.94532 6.83119 5.51960 -0.7 0.2 -0.4 0.0011
C -2.39234 8.02668 4.98323 0.7 -0.2 1.4 -0.0029
C -3.60161 8.06029 4.32483 0.7 0.5 -1.2 -0.3874
C -4.28471 6.94749 4.01461 -0.6 -4.2 1.6 -0.0297
C -3.87853 5.70926 4.58694 0.2 1.6 -1.0 0.0006
C -2.67851 5.67891 5.26719 -1.1 1.8 -0.5 -0.4019
O -2.22809 4.57868 5.79656 1.0 -2.9 1.1 0.0816
O -4.04420 9.18729 3.75543 -0.3 1.9 -0.4 0.0560
H -1.11335 6.73003 6.20076 0.3 0.2 -0.2 0.1222
H -1.81990 8.91129 5.22024 -0.2 0.3 -0.3 0.1188
H -5.24383 6.86458 3.52511 -0.1 0.8 -0.4 0.1179
H -4.49179 4.83112 4.44845 0.1 -0.2 0.0 0.1125
H -2.72918 3.85630 5.41097 0.1 -0.4 0.3 0.1136
H -4.76663 8.90006 3.19222 -0.2 0.5 -0.1 0.0978
C 7.62520 -3.04315 5.08453 -1.1 -0.4 -0.9 -0.0043
C 6.67632 -3.10031 6.13914 0.6 1.1 -0.2 -0.0153
C 5.42545 -3.61373 5.93945 -0.9 -0.4 -0.7 -0.3206
C 5.11216 -4.24505 4.71893 0.1 -0.2 1.0 -0.0488
C 6.07807 -4.43261 3.81400 2.3 1.2 -1.4 -0.0266
C 7.31200 -3.68482 3.89118 -1.4 -2.1 1.0 -0.3158
O 8.22392 -3.82093 2.90645 1.1 0.6 -0.4 0.0439
O 4.38374 -3.59336 6.84385 0.8 0.1 0.0 0.0414
H 8.53027 -2.45415 5.10243 0.1 -0.2 0.5 0.1134
H 6.91071 -2.59344 7.06355 -0.1 0.0 0.2 0.1138
H 4.16894 -4.71924 4.49116 -0.4 0.0 0.5 0.1199
H 5.90149 -5.10011 2.98355 0.0 0.1 -0.4 0.1132
H 7.97157 -4.43602 2.21393 -0.4 0.0 0.2 0.1038
H 3.78639 -4.17312 6.36567 -0.8 0.0 0.7 0.0820
C -9.48465 4.98340 -1.66754 1.3 -0.5 -1.2 -0.0115
C -9.65009 3.62080 -1.88724 0.4 0.0 -0.1 0.0072
C -8.60038 2.80802 -2.45923 -1.5 0.7 2.2 -0.3485
C -7.42956 3.37929 -2.79027 1.1 3.5 -1.3 -0.0190
C -7.25953 4.82153 -2.70337 -1.3 -2.4 0.8 0.0151
C -8.27203 5.57078 -2.07675 0.8 -3.1 -0.8 -0.3874
O -8.04463 6.82716 -1.78697 -0.1 3.1 0.3 0.0622
O -8.64169 1.44778 -2.56252 -0.9 -1.0 -0.7 0.0182
H -10.25228 5.65595 -1.31426 -0.1 -0.3 0.3 0.1155
H -10.61554 3.26341 -1.56080 0.1 -0.8 -0.2 0.1058
H -6.66551 2.79242 -3.27833 0.1 -0.1 0.2 0.1154
H -6.30498 5.22941 -3.00149 -0.1 0.3 0.0 0.1037
H -7.60609 7.23025 -2.53982 0.2 0.3 0.1 0.1157
H -8.51454 0.97089 -1.73912 -0.1 0.4 0.2 0.1075
C -4.42879 -5.09455 -6.86089 0.2 0.7 -0.2 -0.0004
C -3.05286 -4.94267 -7.13260 0.4 -1.0 -1.0 0.0009
C -2.43625 -3.72614 -7.47172 0.0 -0.4 0.8 -0.3464
C -3.20686 -2.63709 -7.41394 -3.0 1.8 -0.2 -0.0357
C -4.58975 -2.75421 -7.18906 0.9 0.7 0.8 -0.0119
C -5.20368 -3.94727 -6.86469 0.4 1.6 -0.1 -0.3456
O -6.54476 -3.88446 -6.61563 -0.7 -1.8 0.0 0.0353
O -1.13237 -3.50141 -7.81702 0.9 -2.0 -0.2 0.0402
H -4.95678 -6.02055 -6.68724 0.5 -0.4 0.1 0.1155
H -2.45744 -5.83091 -7.28388 0.1 -0.2 0.4 0.1084
H -2.78280 -1.67641 -7.66627 -0.1 0.2 0.1 0.1197
H -5.21949 -1.88687 -7.05655 0.1 0.4 -0.4 0.1127
H -6.88117 -3.10417 -6.16889 0.7 0.2 -0.1 0.1046
H -0.79520 -2.63999 -7.56037 -0.5 0.1 0.1 0.1027
C 7.26180 -0.97614 -8.30561 1.5 -1.0 0.0 0.0181
C 8.40196 -1.44426 -7.59395 -1.4 0.0 -0.4 0.0159
C 9.38907 -2.19406 -8.24663 -2.0 1.9 1.5 -0.3801
C 9.20909 -2.34963 -9.56021 0.4 -1.5 -3.6 -0.0631
C 8.08409 -2.04120 -10.29145 -0.2 1.0 0.3 -0.0290
C 7.12062 -1.30268 -9.66867 0.0 0.1 1.6 -0.3659
O 5.99433 -0.87889 -10.26324 -1.2 0.4 -0.6 0.0501
O 10.44759 -2.66131 -7.57746 0.8 -0.3 -0.1 0.0790
H 6.43708 -0.44684 -7.85165 0.2 0.1 0.3 0.1126
H 8.46502 -1.36774 -6.51851 0.0 0.4 0.1 0.1118
H 9.88136 -2.79224 -10.28031 1.1 -0.5 0.7 0.1182
H 8.04987 -2.26518 -11.34741 -0.1 0.0 -0.1 0.1199
H 5.68684 -1.53919 -10.88858 0.0 0.1 -0.2 0.1088
H 10.96186 -2.98312 -8.32148 1.0 -0.5 0.4 0.1037
C 4.87324 -7.22252 -3.74414 1.8 -1.1 1.7 -0.7669
O 5.05185 -8.16443 -2.98728 0.5 -0.1 0.2 0.0238
N 5.76513 -6.25962 -4.02069 1.3 1.0 -0.6 0.1535
N 3.70959 -7.00780 -4.28340 -4.0 0.1 -1.4 0.1498
H 6.75040 -6.44944 -3.90536 -0.3 0.1 -0.1 0.1123
H 5.45993 -5.59562 -4.71787 0.6 0.1 0.2 0.0969
H 3.52432 -6.43487 -5.09428 0.0 -0.2 0.4 0.1108
H 2.98435 -7.59047 -3.89020 -0.1 0.1 -0.5 0.1198
C -6.67451 -2.60818 6.75390 6.0 1.5 -1.2 -0.7656
O -5.78948 -1.82270 6.34095 -1.2 -1.1 0.5 -0.0089
N -7.90956 -2.34498 6.81473 -6.3 2.4 -0.1 0.1607
N -6.46025 -3.84472 7.17733 1.1 -3.5 1.4 0.1482
H -8.24300 -1.44698 6.49454 0.1 -0.3 0.1 0.1311
H -8.57788 -3.03754 7.12101 0.0 0.5 -0.3 0.1183
H -5.55550 -4.26183 7.34331 0.0 0.7 -0.3 0.1169
H -7.17795 -4.26455 7.75071 0.2 0.0 -0.2 0.0994
C 0.67687 7.29315 -0.99022 2.2 -2.2 -5.0 -0.7717
O 1.13480 6.86003 -2.06623 0.0 0.1 1.4 -0.0042
N -0.42352 7.94962 -0.90360 -4.2 2.6 0.6 0.1574
N 1.19384 7.19586 0.20580 2.3 -0.9 3.1 0.1549
H -0.52677 8.26118 0.05159 -1.6 0.7 -0.9 0.1029
H -1.10373 8.09778 -1.63535 0.5 0.0 0.3 0.1319
H 1.95997 6.56443 0.39138 -0.2 0.3 0.0 0.1259
H 0.56333 7.49225 0.93704 1.0 -0.7 0.5 0.1030
C -1.17194 -9.27434 1.68098 1.4 -3.3 5.9 -0.8118
O -0.69382 -8.95971 2.77455 0.7 0.4 -0.6 0.0153
N -1.36883 -10.52488 1.34701 0.5 -4.9 -1.1 0.1483
N -1.86972 -8.52781 0.96174 -2.6 6.5 -3.8 0.1675
H -1.20798 -11.28362 1.99396 0.3 0.4 -0.1 0.1176
H -1.92121 -10.76353 0.53583 0.1 0.0 0.3 0.1045
H -2.06351 -8.72597 -0.00949 0.0 0.3 0.3 0.1257
H -1.72225 -7.58529 1.29343 -0.5 0.5 -0.9 0.1328
```
Positions in Å, forces in eV/Å.

Results
F_max: 0.1556 Eh/bohr
Spin multiplicity: 1
E_LUMO: 0.0 eV
E: -107827.4808 eV
HOMO level: -0.28493 hartree